Formula: C12H33NO7
Source: the Open Molecules 2025 dataset
Level of theory: the ωB97M-V functional and the def2-TZVPD basis

The geometry in ORCA input format:
```
! wB97M-V def2-TZVPD RIJCOSX def2/J DEFGRID3
* xyz 0 1
N 46.9823 -22.6121 59.6827
H 46.9419 -23.3934 60.3109
H 47.9191 -22.1750 59.8112
H 46.2883 -22.0411 59.9266
H 46.8755 -23.0226 58.6752
O 47.2593 -19.5791 60.7734
H 47.5837 -18.8867 61.3423
C 49.6570 -21.6060 57.1172
O 48.1887 -21.6113 57.0612
C 47.5722 -21.8530 55.7856
C 46.0622 -21.7799 56.0167
O 45.6002 -22.5892 56.8534
C 44.2407 -23.0887 56.9831
C 44.0635 -24.3500 57.8469
O 44.4587 -24.0070 59.1783
C 43.9975 -24.8805 60.1739
H 49.5761 -21.1943 58.1654
H 49.9509 -20.9457 56.3810
H 49.9962 -22.5459 56.9568
H 47.9005 -22.9515 55.4499
H 47.7282 -21.1811 54.9619
H 45.4587 -21.7384 55.0615
H 46.0086 -20.8211 56.4877
H 43.9710 -23.3503 55.9847
H 43.5715 -22.2493 57.4117
H 44.7953 -25.0734 57.6026
H 43.0482 -24.6578 57.8576
H 44.1937 -24.3413 61.0595
H 44.4086 -25.8310 60.1784
H 42.9723 -25.2170 60.1981
C 48.8821 -25.8638 58.1494
O 48.8580 -25.6080 59.5425
C 50.0750 -24.9955 60.0213
C 49.8848 -25.1512 61.4843
O 49.1193 -24.2786 61.9442
C 48.8614 -24.2516 63.3750
C 48.1357 -23.0001 63.7063
O 46.9903 -22.8966 62.8467
C 46.2233 -21.7592 63.1335
H 49.6779 -26.5894 57.7020
H 48.9287 -25.0240 57.5117
H 47.8659 -26.1431 57.8388
H 50.0548 -24.1125 59.5452
H 50.9204 -25.5692 59.5052
H 50.7981 -24.8929 62.0258
H 49.7008 -26.2464 61.6920
H 49.9318 -24.1727 63.8786
H 48.4993 -25.2021 63.7660
H 48.7880 -22.2394 63.8350
H 47.6488 -22.9561 64.7828
H 45.7829 -21.8755 64.2311
H 45.4507 -21.8018 62.4928
H 46.9542 -20.9723 63.0838
*
```

Calculated values
- E (Ha) = -1058.04228
- LUMO level (eV) = 0.45
- HOMO energy (eV) = -5.6
- HOMO-LUMO gap (eV) = 6.0595

Formula: C12H34BrCaN2O4
Source: the Open Molecules 2025 dataset
Level of theory: the ωB97M-V functional and the def2-TZVPD basis

The geometry in ORCA input format:
```
! wB97M-V def2-TZVPD RIJCOSX def2/J DEFGRID3
* xyz 1 1
Ca -27.9115 19.3250 0.0310
Br -28.0705 16.8718 1.2787
C -32.5393 14.4065 -1.2308
C -31.1449 14.5670 -0.7071
O -31.0853 15.8572 -0.0621
H -32.6346 13.5214 -1.8593
H -32.8253 15.3037 -1.7796
H -33.2563 14.2872 -0.4172
H -30.4300 14.5916 -1.5349
H -30.9045 13.7909 0.0213
H -30.2606 15.9066 0.4316
C -27.7256 13.7139 5.6902
C -27.8319 14.2651 4.2975
O -28.7315 15.3719 4.3248
H -27.6131 14.5384 6.3945
H -26.8891 13.0244 5.7847
H -28.6414 13.1869 5.9613
H -28.1943 13.5039 3.5960
H -26.8443 14.5939 3.9440
H -28.6855 15.8677 3.5023
C -23.7318 16.9361 3.2549
C -23.9751 18.0643 2.2747
C -22.6841 18.6865 1.7768
O -22.1542 19.4591 2.8346
C -20.8369 19.9083 2.5737
N -24.7798 17.6525 1.1041
H -23.2042 16.1106 2.7717
H -24.6696 16.6169 3.7073
H -23.0648 17.2881 4.0452
H -24.5530 18.8646 2.7483
H -22.8609 19.3604 0.9282
H -21.9807 17.8996 1.4643
H -20.2140 19.0637 2.2658
H -20.4561 20.3244 3.5024
H -20.8347 20.6885 1.8053
H -25.6733 17.2815 1.3965
H -24.3272 16.8460 0.6713
C -25.9420 12.8840 1.0635
C -25.8107 13.1327 -0.4252
C -26.9535 12.5522 -1.2405
O -26.8821 11.1481 -1.3397
C -26.0998 10.7084 -2.4242
N -25.6632 14.5951 -0.6409
H -26.8948 13.2147 1.4882
H -25.1164 13.3546 1.5933
H -25.9264 11.8043 1.2351
H -24.8688 12.6896 -0.7577
H -26.9238 12.9741 -2.2582
H -27.9162 12.8441 -0.8076
H -26.6039 10.8914 -3.3772
H -25.8977 9.6495 -2.2763
H -25.1084 11.1835 -2.4352
H -25.7139 14.7934 -1.6383
H -26.4997 15.0379 -0.2631
*
```

Calculated values
- E (Ha) = -4139.43835
- LUMO level (eV) = -6.34
- HOMO energy (eV) = -11.4
- HOMO-LUMO gap (eV) = 5.0136

Formula: C12H34InN2Na4O8P
Source: the Open Molecules 2025 dataset
Level of theory: the ωB97M-V functional and the def2-TZVPD basis

The geometry in ORCA input format:
```
! wB97M-V def2-TZVPD RIJCOSX def2/J DEFGRID3
* xyz 4 1
In 0.3061 -1.6731 5.2252
Na 2.2067 -0.1934 1.8422
Na -2.6047 -3.4061 2.4537
Na -1.9632 0.7619 2.6173
Na 0.5757 -4.2846 1.7666
P -0.4715 -1.6317 1.8103
O -0.8476 -2.7662 0.8268
O -1.4640 -1.4802 3.0049
O -0.2220 -0.2644 1.2300
O 0.8799 -1.9808 2.4659
C 2.7846 4.0145 1.1798
C 2.7167 3.2959 2.5061
C 2.4178 4.2602 3.7222
O 3.5004 4.8938 4.2863
C 4.4324 4.0964 5.0528
N 1.7379 2.2708 2.4153
H 3.3234 4.9085 1.4936
H 1.7727 4.2974 0.8898
H 3.4095 3.5488 0.4177
H 3.7006 2.9241 2.7924
H 1.9255 3.5817 4.4189
H 1.7625 5.1018 3.4976
H 4.0800 3.8747 6.0602
H 5.2262 4.7870 5.3373
H 4.7779 3.1661 4.6019
H 1.1021 2.2854 3.2000
H 0.9534 2.1983 1.7833
C 0.9321 -0.8622 -3.4152
C 0.2059 -1.9512 -2.6395
C 0.3133 -3.3093 -3.4693
O -0.6490 -3.1863 -4.4642
C -1.4219 -4.3626 -4.8252
N 0.8011 -1.9015 -1.2940
H 0.8538 0.0258 -2.7880
H 0.3052 -0.6602 -4.2837
H 1.9187 -1.0896 -3.8191
H -0.8078 -1.5832 -2.4807
H 0.3407 -4.2539 -2.9261
H 1.2616 -3.3420 -4.0056
H -2.1851 -4.0725 -5.5474
H -1.8392 -4.7840 -3.9107
H -0.6988 -4.9580 -5.3826
H 0.2521 -2.3310 -0.5631
H 0.7796 -0.9655 -0.9151
C -3.5074 -3.1748 -2.3676
C -3.9183 -2.2347 -1.2405
O -3.5216 -2.7701 -0.0373
H -3.6815 -2.6591 -3.3120
H -4.1747 -4.0331 -2.4454
H -2.4297 -3.3065 -2.4647
H -4.9745 -1.9923 -1.3579
H -3.3606 -1.3142 -1.4131
H -2.5718 -2.6312 -0.0294
C -2.4407 2.3644 -0.9935
C -0.9805 2.6513 -0.5907
O -0.7894 2.0952 0.7300
H -2.6328 2.4634 -2.0619
H -3.0164 3.0961 -0.4266
H -2.6852 1.3113 -0.8547
H -0.9068 3.7387 -0.6078
H -0.3074 2.2043 -1.3223
H -0.4819 1.1916 0.6272
*
```

Calculated values
- E (Ha) = -2368.35512
- LUMO level (eV) = -17.12
- HOMO energy (eV) = -18.7
- HOMO-LUMO gap (eV) = 1.5706